Computed, not measured: 10 unconnected molecules or ions with the total composition C40H80O20 at a distorted geometry, with wB97M-V/def2-TZVPD.

Structure (ORCA input):
```
! wB97M-V def2-TZVPD RIJCOSX def2/J DEFGRID3
* xyz 0 1
C -10.19202 17.51613 6.33101
C -10.92408 17.85383 7.57407
O -10.43173 16.97283 8.52452
C -10.95190 17.20582 9.78470
C -10.16811 16.49625 10.81424
O -11.78829 18.04087 10.06921
H -10.26364 16.44907 6.11335
H -9.11616 17.77835 6.34686
H -10.60796 18.15479 5.53578
H -10.70965 18.84832 7.94504
H -12.01526 17.78871 7.38072
H -9.50577 17.14637 11.36461
H -9.62734 15.62680 10.33326
H -10.84927 16.19662 11.56415
C -2.05820 19.00169 6.00093
C -3.23885 18.68107 6.94110
O -3.76751 19.89795 7.58015
C -4.88209 19.90474 8.35791
C -5.57983 18.63290 8.56307
O -5.15568 21.00388 8.84433
H -1.31773 19.68448 6.44865
H -2.40302 19.44832 5.05904
H -1.68604 18.00173 5.67998
H -4.07319 18.19993 6.38201
H -2.81959 18.08987 7.74822
H -4.93880 18.08486 9.29604
H -5.59822 17.94169 7.70094
H -6.60363 18.75307 8.97287
C -13.17041 22.80287 15.03702
C -14.27132 21.87185 14.61820
O -13.77941 20.96046 13.66805
C -14.39724 19.78359 13.51670
C -13.66471 18.92538 12.53915
O -15.46770 19.55865 14.02495
H -13.47511 23.22997 16.00488
H -12.99435 23.64515 14.35108
H -12.26717 22.20878 15.14155
H -14.52192 21.30854 15.49095
H -15.13978 22.26347 14.18281
H -14.26905 18.06547 12.29936
H -12.68673 18.65671 12.96707
H -13.44731 19.54463 11.65636
C -5.55600 25.61365 12.01317
C -6.15572 26.97488 12.28073
O -5.06457 27.82052 12.56228
C -5.50565 29.05706 12.87989
C -4.27286 29.85660 13.43376
O -6.63785 29.46278 12.79632
H -5.12927 25.54504 11.03826
H -6.42773 24.92761 12.06906
H -4.76153 25.49665 12.75152
H -6.64671 27.25436 11.37124
H -6.84223 27.03154 13.13758
H -4.09934 29.55999 14.45849
H -4.35148 30.93828 13.39801
H -3.35610 29.54395 12.89954
C -10.29578 29.99291 14.18695
C -10.12286 28.43346 13.98988
O -11.42142 27.94517 13.48456
C -11.40983 26.64515 13.19773
C -12.79925 26.13539 12.61816
O -10.47797 25.91667 13.35251
H -10.57767 30.48171 13.19029
H -9.34037 30.40064 14.53820
H -11.06053 30.15691 14.94547
H -9.37319 28.29345 13.16253
H -9.84981 27.88578 14.86749
H -12.76499 25.10013 12.22410
H -13.14279 26.84835 11.91040
H -13.52968 26.11201 13.48776
C -9.28547 24.44872 10.23173
C -10.01119 23.77206 9.07379
O -8.99944 22.89928 8.56105
C -9.36678 21.73667 7.92409
C -8.06984 21.07035 7.44372
O -10.47872 21.33490 7.73435
H -8.38765 24.92394 9.86585
H -8.96265 23.77502 11.02245
H -9.84268 25.27998 10.63135
H -10.93551 23.23544 9.33971
H -10.36580 24.48505 8.29488
H -8.09921 21.31327 6.40208
H -8.06866 19.95655 7.51132
H -7.20624 21.57873 7.85532
C -15.73268 23.50170 11.40208
C -14.92671 23.83119 10.13506
O -14.73637 22.55607 9.48095
C -13.64894 22.50832 8.61917
C -13.56102 21.11896 8.04379
O -12.95273 23.46910 8.42682
H -15.24912 22.79412 12.04249
H -16.66199 23.07287 11.06242
H -15.87127 24.36605 12.06399
H -15.56575 24.43601 9.47908
H -13.98021 24.32883 10.31047
H -14.59471 20.73389 8.06504
H -12.89266 20.53824 8.69665
H -13.06033 21.20579 7.06792
C -9.56893 18.78363 13.96701
C -10.31322 19.28988 15.18155
O -11.49572 18.45619 15.16058
C -12.38816 18.90488 16.03160
C -13.54313 17.89351 16.25347
O -12.29144 19.90558 16.68670
H -10.19557 18.91641 13.05525
H -9.32667 17.71170 14.15448
H -8.60230 19.26935 13.83697
H -9.80704 19.21806 16.13431
H -10.57658 20.31737 14.98872
H -14.43101 18.38302 16.59408
H -13.30831 17.09901 16.97989
H -13.69732 17.35861 15.30758
C -4.95160 20.52166 15.68546
C -6.09925 21.06458 16.59705
O -7.24976 21.60781 15.97181
C -7.07744 22.82550 15.34561
C -8.44761 23.37318 14.86926
O -6.04738 23.41603 15.18350
H -5.30148 19.76651 14.95578
H -4.16807 20.19156 16.33483
H -4.60327 21.43373 15.17383
H -6.43197 20.18415 17.13331
H -5.57690 21.75174 17.26348
H -8.32624 23.90849 13.98055
H -8.88768 24.03238 15.58559
H -9.24402 22.58523 14.72747
C -11.87655 22.02905 11.47402
C -10.97206 21.03464 10.85121
O -9.67329 21.36581 11.49489
C -8.69205 20.54988 11.07159
C -7.32956 20.93650 11.60928
O -8.88242 19.67209 10.22078
H -12.89038 21.86311 11.17481
H -11.49427 22.98451 11.03691
H -11.75743 22.14785 12.52246
H -11.09149 19.97496 11.07706
H -10.83869 21.14752 9.79118
H -6.69330 20.83007 10.73791
H -6.98533 20.28460 12.39873
H -7.25163 21.91951 12.03666
*
```

Computed properties:
HOMO energy: -10.1 eV
DFT total energy: -3076.96647 hartree
energy relative to the best compared isomer or geometry (same formula, charge and spin): 115.0 kJ/mol